DFT (ωB97M-V/def2-TZVPD) results for a gas-phase ion, C20H32NO4 (charge +1).

Last columns: bonded neighbours and bond lengths (Å).
Cartesian coordinates (Å):
1 C -7.1471 -0.4754 -0.5933  C2 1.520, H26 1.087, H27 1.088, H28 1.085
2 C -6.4195 -0.7424 0.7144  C1 1.520, O3 1.438, H29 1.091, H30 1.094
3 O -5.0832 -1.2162 0.4742  C2 1.438, C4 1.314
4 C -4.1256 -0.3298 0.3164  O3 1.314, O5 1.209, C6 1.530
5 O -4.2605 0.8698 0.3796  C4 1.209
6 C -2.7852 -1.0184 0.0547  C4 1.530, C7 1.533, C25 1.533, H31 1.092
7 C -1.7748 -0.6773 1.1561  C6 1.533, C8 1.523, H32 1.090, H33 1.092
8 C -1.3981 0.7976 1.1150  C7 1.523, N9 1.481, H34 1.090, H35 1.093
9 N -0.8210 1.1506 -0.2024  C8 1.481, C10 1.479, C24 1.480, H36 1.055
10 C -0.3174 2.5413 -0.2329  N9 1.479, C11 1.548, H37 1.093, H38 1.093
11 C 1.1145 2.6653 0.3425  C10 1.548, O12 1.397, C13 1.535, H39 1.100
12 O 1.5758 3.9732 0.1777  C11 1.397, H40 0.964
13 C 2.0874 1.7616 -0.4274  C11 1.535, O14 1.415, H41 1.099, H42 1.095
14 O 1.7137 0.4094 -0.2387  C13 1.415, C15 1.436
15 C 2.5885 -0.5262 -0.8888  O14 1.436, C16 1.536, C18 1.510, H43 1.102
16 C 1.9253 -1.9090 -0.8058  C15 1.536, C17 1.523, H44 1.094, H45 1.090
17 C 1.8379 -2.4533 0.6144  C16 1.523, H46 1.086, H47 1.088, H48 1.087
18 C 3.9751 -0.5373 -0.2915  C15 1.510, C19 1.389, C23 1.389
19 C 5.0621 -0.8502 -1.0971  C18 1.389, C20 1.383, H49 1.081
20 C 6.3363 -0.8999 -0.5613  C19 1.383, C21 1.385, H50 1.079
21 C 6.5367 -0.6278 0.7818  C20 1.385, C22 1.384, H51 1.079
22 C 5.4578 -0.3091 1.5880  C21 1.384, C23 1.384, H52 1.079
23 C 4.1813 -0.2679 1.0552  C18 1.389, C22 1.384, H53 1.080
24 C -1.8065 0.8885 -1.2751  N9 1.480, C25 1.523, H54 1.091, H55 1.093
25 C -2.2039 -0.5816 -1.2948  C6 1.533, C24 1.523, H56 1.090, H57 1.093
26 H -7.1531 -1.3692 -1.2120  C1 1.087
27 H -6.6646 0.3324 -1.1385  C1 1.088
28 H -8.1721 -0.1882 -0.3809  C1 1.085
29 H -6.9016 -1.5415 1.2790  C2 1.091
30 H -6.3661 0.1677 1.3191  C2 1.094
31 H -2.9721 -2.0939 0.0456  C6 1.092
32 H -2.1936 -0.9067 2.1362  C7 1.090
33 H -0.8838 -1.2939 1.0205  C7 1.092
34 H -0.6646 1.0169 1.8912  C8 1.090
35 H -2.2897 1.4102 1.2712  C8 1.093
36 H 0.0324 0.5478 -0.3451  N9 1.055
37 H -0.2756 2.8888 -1.2683  C10 1.093
38 H -1.0082 3.1897 0.3126  C10 1.093
39 H 1.1259 2.3661 1.4009  C11 1.100
40 H 1.1767 4.5701 0.8208  O12 0.964
41 H 2.0663 2.0245 -1.4942  C13 1.099
42 H 3.1020 1.9420 -0.0579  C13 1.095
43 H 2.6607 -0.2379 -1.9503  C15 1.102
44 H 0.9252 -1.8397 -1.2438  C16 1.094
45 H 2.5090 -2.5933 -1.4215  C16 1.090
46 H 2.8310 -2.6624 1.0011  C17 1.086
47 H 1.3597 -1.7362 1.2779  C17 1.088
48 H 1.2662 -3.3777 0.6243  C17 1.087
49 H 4.9087 -1.0581 -2.1463  C19 1.081
50 H 7.1740 -1.1481 -1.1944  C20 1.079
51 H 7.5312 -0.6635 1.1985  C21 1.079
52 H 5.6077 -0.0956 2.6354  C22 1.079
53 H 3.3405 -0.0238 1.6882  C23 1.080
54 H -1.3683 1.1678 -2.2348  C24 1.091
55 H -2.6868 1.5081 -1.0866  C24 1.093
56 H -2.9344 -0.7370 -2.0892  C25 1.090
57 H -1.3321 -1.2009 -1.5195  C25 1.093

Computed properties:
E_LUMO: -2.05 eV
Charge: +1
HOMO-LUMO gap: 9.665 eV
Structure (SMILES): CCOC(=O)[C@H]1CC[N@@H+](C[C@H](O)CO[C@H](CC)c2ccccc2)CC1
Energy above the lowest of the compared OMol25 structures with the same formula, charge and spin: 0.0000 eV
E_HOMO: -11.72 eV